Computed, not measured: a 2-piece molecular cluster, C3H8N2S2 overall, with wB97M-V/def2-TZVPD.

Structure (ORCA input):
```
! wB97M-V def2-TZVPD RIJCOSX def2/J DEFGRID3
* xyz 0 1
C -0.47 -0.06 -1.99
C 0.48 -1.31 1.64
C 0.64 0.21 1.22
N -0.67 1.79 0.32
N -0.58 0.52 0.54
S -0.71 1.34 -2.71
S -0.49 -1.63 -2.62
H 0.16 -1.74 0.78
H 1.49 -1.62 1.95
H -0.34 -1.32 2.26
H 0.67 0.90 2.07
H 1.55 0.42 0.70
H -1.51 1.98 -0.26
H 0.19 2.31 0.18
H -0.41 -1.81 -4.06
*
```

Computed properties:
HOMO energy (alpha / beta) (eV): -7.44 / -7.85
Calculated total energy (eV): -27886.6060
LUMO (alpha / beta) (eV): -1.01 / 0.15
Energy relative to the best compared isomer or geometry (same formula, charge and spin) (kJ/mol): 491.17
F_max (Eh/bohr): 0.0961